ORCA calculation (ωB97M-V/def2-TZVPD) on a structure of composition C2H2ErLiO2 in a non-equilibrium geometry.

Cartesian coordinates (Å):
C: 0.453 0.726 -0.133
Er: -3.763 -1.121 -0.255
O: -0.721 0.282 -0.495
C: 1.475 -0.169 0.277
Li: -1.386 -0.671 0.951
H: 0.572 1.755 0.267
H: 1.959 0.693 -0.587
O: 1.411 -1.495 -0.024

<S²>: 3.89
Energy above the lowest of the compared OMol25 structures with the same formula, charge and spin (eV): 6.120
Charge: +2
Strongest force on any atom (eV/Å): 6.35
Frontier orbital gap (alpha / beta) (eV): 3.66 / 3.63
HOMO (alpha / beta) (eV): -15.6 / -15.5
2S+1: 4

ORCA calculation (ωB97M-V/def2-TZVPD) on a structure of composition C2H2EuO3 in a non-equilibrium geometry.

Cartesian coordinates (Å):
C: 0.598 -0.551 0.307
O: -1.160 -0.806 -0.314
H: -1.594 -0.932 0.534
Eu: -0.711 2.853 0.694
C: -0.221 0.503 -0.337
H: 0.781 -1.132 1.212
O: 0.743 0.533 -1.372
O: 1.564 -0.467 -0.724

<S²>: 15.76
Energy above the lowest of the compared OMol25 structures with the same formula, charge and spin (eV): 2.692
Charge: +2
Strongest force on any atom (eV/Å): 3.85
Frontier orbital gap (alpha / beta) (eV): 8.61 / 8.87
HOMO (alpha / beta) (eV): -18.6 / -18.6
2S+1: 8

Look up the charge of the second one. +2

What is the strongest force on any atom in the second record? 3.85 eV/Å

Among the records above, which one has the lowest energy above the lowest of the compared OMol25 structures with the same formula, charge and spin? C2H2EuO3